C5H6F2N2 | wB97M-V/def2-TZVPD

Last column: Löwdin charge in e.
Element x y z (Å)
C -2.1072 -0.3553 0.8291  0.06
C -0.3439 -0.0823 1.1729  -0.44
F -0.2393 1.0471 1.9205  0.07
F 0.0727 -1.0949 1.9744  0.07
C 0.4125 0.0152 -0.0926  -0.19
C 0.1210 -0.3786 -1.3745  -0.10
N 1.1437 -0.0636 -2.2008  0.06
C 2.0458 0.5116 -1.4568  -0.19
N 1.6603 0.5843 -0.1636  0.12
H -2.5743 -0.4221 1.8007  0.05
H -2.1558 -1.2810 0.2784  0.05
H -2.4309 0.5025 0.2624  0.06
H -0.7582 -0.8580 -1.7474  0.10
H 2.9850 0.8876 -1.8089  0.12
H 2.1688 0.9876 0.6064  0.16

## Properties
**Total energy**: -13697.1149 eV
**HOMO level**: -9.32 eV
**HOMO-LUMO gap**: 0.3733 hartree